# 1
ORCA calculation (ωB97M-V with the def2-TZVPD basis set) on a cluster of 12 separate species, H26NO11 in total at a distorted geometry.

Bonds (Å) are listed after each position.
Element x y z (Å)
1 H -1.20020 3.16551 -0.40809  O17 0.904
2 O -0.13901 -3.17775 0.89896  H14 0.879, H38 1.003
3 O -3.03829 1.04812 1.40945  H9 1.010, H25 0.933
4 H -0.06681 0.12462 0.62079  N7 1.001
5 H 3.59262 1.91515 -0.89790  O29 0.965
6 O -1.38290 -1.12602 2.10999  H21 1.026, H36 1.044
7 N 0.33144 0.06710 -0.29535  H4 1.001, H23 1.036, H33 0.941, H35 0.918
8 H 2.45204 0.04602 2.30044  O27 0.917
9 H -2.47617 0.20954 1.40499  O3 1.010
10 H 3.29588 3.53296 -0.87346  O29 0.926
11 H 2.41098 -1.15138 3.09346  O27 0.925
12 H -2.70586 1.67962 -2.28373  O26 0.985
13 O -2.31066 -1.68621 -1.09097  H28 0.972, H32 0.840
14 H 0.47466 -3.64438 1.32188  O2 0.879
15 H 1.07390 0.46742 -3.42696  O24 0.832
16 H -2.99497 0.21960 -1.65241  O26 0.890
17 O -0.96612 2.58351 0.24311  H1 0.904, H20 0.951
18 H 2.23233 2.57714 2.47766  O31 0.934
19 H 0.62209 -3.65022 -1.51647  O30 0.984
20 H -0.42873 3.02092 0.89466  O17 0.951
21 H -1.07194 -0.70761 2.99393  O6 1.026
22 H 0.06756 -0.56190 -3.92305  O24 0.973
23 H 0.79181 0.95848 -0.55545  N7 1.036
24 O 0.26456 0.30578 -3.53019  H15 0.832, H22 0.973
25 H -2.86417 1.69970 0.76511  O3 0.933
26 O -2.87749 1.09057 -1.51272  H12 0.985, H16 0.890
27 O 2.53532 -0.86421 2.22269  H8 0.917, H11 0.925
28 H -1.78734 -2.45540 -1.37155  O13 0.972
29 O 3.55799 2.76116 -0.43483  H5 0.965, H10 0.926
30 O 1.32992 -3.00400 -1.73759  H19 0.984, H37 0.911
31 O 2.15133 1.84803 1.90002  H18 0.934, H34 1.092
32 H -2.74522 -1.83897 -0.38859  O13 0.840
33 H -0.35617 -0.10973 -0.91219  N7 0.941
34 H 2.65828 2.41470 1.11587  O31 1.092
35 H 0.79585 -0.71860 -0.19631  N7 0.918
36 H -1.94875 -1.96849 2.35690  O6 1.044
37 H 1.13861 -2.68525 -2.56975  O30 0.911
38 H -0.41634 -2.38556 1.44764  O2 1.003

Computed properties:
* charge: +1
* relative energy (zero: lowest compared OMol25 entry of this formula, charge and spin): 4.184 eV
* 2S+1: 1
* HOMO energy: -0.4779 Ha
* orbital gap: 9.79 eV

Atomic partial charges in e from the natural (NBO) method, atoms 1 to 6:
1 H 0.4788
2 O -0.9846
3 O -0.9901
4 H 0.4511
5 H 0.5019
6 O -1.0004

---

# 2
ORCA calculation (ωB97M-V with the def2-TZVPD basis set) on a cluster of 12 separate species, C45H125N11O12 in total at a distorted geometry.

Bonds (Å) are listed after each position.
Element x y z (Å)
1 H 1.84325 5.52971 -7.48935  C92 1.109
2 C -0.46799 -0.27025 8.08113  H16 1.084, H49 1.081, O67 1.405, H90 1.091
3 N 2.84038 -2.29083 0.47481  H18 1.021, H40 1.006, C150 1.495
4 H 0.18991 -4.32669 2.72580  N84 1.023
5 H -1.90696 -4.02266 2.43885  C85 1.103
6 H 2.72497 -5.61934 0.71818  C22 1.091
7 O 2.05690 5.92765 -5.41476  C92 1.431, C188 1.447
8 H -4.74086 0.80273 -6.34013  C82 1.093
9 C 3.02221 0.22253 -4.39267  C21 1.523, H52 1.108, O158 1.415, H192 1.117
10 H 3.70505 -3.03424 6.66211  C134 1.095
11 H 0.27106 3.12950 0.66570  C66 1.081
12 O 5.25949 -1.90142 2.15386  C86 1.430, C193 1.427
13 C 1.16517 0.43995 4.55257  H38 1.086, H107 1.074, C141 1.502, H145 1.083
14 H -6.59010 2.94215 -6.17929  C178 1.078
15 C -3.16222 0.65954 5.81635  C77 1.557, N108 1.463, H111 1.097, C179 1.499
16 H -0.93655 -0.51230 9.02795  C2 1.084
17 H 6.49253 1.65465 2.20927  C78 1.086
18 H 2.09153 -2.93484 0.73208  N3 1.021
19 H 2.58294 -6.82765 1.98079  C22 1.108
20 N -2.64680 0.95019 -5.97289  H44 1.016, C82 1.464, H114 1.017
21 C 1.50893 0.04995 -4.38399  C9 1.523, N39 1.490, C63 1.545, H131 1.109
22 C 2.12492 -6.47313 1.03659  H6 1.091, H19 1.108, O76 1.421, C173 1.529
23 N 4.08064 5.46082 3.06736  H36 0.993, C146 1.453, H166 1.010
24 O -5.76455 2.29076 -4.42527  C126 1.400, C178 1.377
25 H -5.97431 -2.45363 -1.75273  C35 1.096
26 H 2.46848 7.10184 -7.03561  C92 1.076
27 H 1.38607 -2.18206 -4.04050  C63 1.082
28 H -0.03419 -1.41721 -4.70003  C63 1.113
29 H -3.67758 -4.28670 2.82529  C85 1.099
30 H 3.17411 -2.27222 3.98098  C121 1.092
31 H 3.29799 4.47952 -4.55999  C188 1.122
32 H 4.93944 0.87959 1.73805  C78 1.120
33 H -5.21231 -0.51032 -4.29953  C167 1.122
34 H 1.19823 0.88960 -6.22681  N39 1.012
35 C -4.91446 -2.72690 -1.81148  H25 1.096, H48 1.085, H118 1.089, C149 1.527
36 H 3.97967 5.86826 2.16767  N23 0.993
37 H 3.56989 3.31194 1.41864  C183 1.109
38 H 0.60899 1.14662 3.94305  C13 1.086
39 N 0.82069 1.00704 -5.29556  C21 1.490, H34 1.012, H151 1.006
40 H 2.99151 -1.60470 1.19419  N3 1.006
41 H -1.83905 -0.36073 1.76814  N91 1.007
42 O -4.56182 4.75688 -1.10981  C50 1.440, C140 1.423
43 H 6.22889 -1.05852 3.75566  C193 1.069
44 H -2.02557 0.96030 -5.16855  N20 1.016
45 O -3.24398 -3.18329 1.01399  H72 1.036, C85 1.480
46 H -1.49844 -5.19773 -4.24075  C138 1.098
47 H -7.70707 2.20806 -5.02115  C178 1.082
48 H -4.41747 -2.48976 -0.87719  C35 1.085
49 H 0.39783 -0.87236 7.84161  C2 1.081
50 C -3.79359 3.65361 -0.59496  O42 1.440, C87 1.508, H102 1.105, H177 1.088
51 H -4.76956 3.58457 1.24510  C87 1.102
52 H 3.43911 -0.57045 -3.74072  C9 1.108
53 H -5.12010 -5.98658 -1.09605  N95 1.026
54 H -0.13931 -1.64319 4.10536  N175 1.019
55 H 5.51298 -2.62664 4.11108  C193 1.093
56 H 5.00018 1.19656 -2.60558  C169 1.093
57 C -2.97253 4.90756 1.42058  C87 1.528, H125 1.097, H154 1.099, H190 1.108
58 C 4.90988 -2.14128 -0.76405  H79 1.102, H98 1.073, H143 1.090, C150 1.470
59 N -3.08674 2.44628 1.37578  C87 1.463, H93 1.016, H109 1.028
60 H 3.03328 -8.20290 -1.64448  C71 1.090
61 H -4.15394 3.02802 -5.55240  C126 1.165
62 H -3.61284 -1.14989 -4.78857  C167 1.074
63 C 1.07838 -1.39595 -4.71735  C21 1.545, H27 1.082, H28 1.113, H191 1.103
64 H -0.53133 -6.12733 -0.44764  C119 1.098
65 H 3.47912 -6.58051 -1.09725  C71 1.092
66 C 0.35609 2.66067 -0.30412  H11 1.081, H70 1.093, H100 1.092, O160 1.421
67 O -1.35226 -0.30026 6.98997  C2 1.405, C77 1.397
68 H 3.52410 5.65582 -6.85622  C92 1.105
69 H 1.09373 4.04511 3.46160  C156 1.095
70 H 1.40469 2.37681 -0.42775  C66 1.093
71 C 3.27865 -7.60277 -0.76827  H60 1.090, H65 1.092, O76 1.441, H127 1.095
72 H -2.89216 -2.21201 0.93511  O45 1.036
73 H -3.23857 -1.46831 5.31885  C179 1.098
74 H -1.67801 -0.37434 -1.97160  C132 1.114
75 H 3.55908 -0.96404 5.06971  C121 1.081
76 O 2.08723 -7.47715 0.03175  C22 1.421, C71 1.441
77 C -2.42066 0.57928 7.18354  C15 1.557, O67 1.397, H176 1.153, H184 1.079
78 C 5.46468 1.85238 1.91845  H17 1.086, H32 1.120, H83 1.118, O116 1.437
79 H 4.29931 -1.92418 -1.65596  C58 1.102
80 H -0.21765 -1.39007 -1.99730  C132 1.092
81 H 0.41976 0.63389 1.10287  C180 1.115
82 C -4.03514 0.89868 -5.51100  H8 1.093, N20 1.464, C126 1.501, C167 1.511
83 H 5.56277 2.42063 0.96007  C78 1.118
84 N 1.04290 -4.75431 2.35574  H4 1.023, H153 1.015, C173 1.542
85 C -2.92801 -3.60782 2.39581  H5 1.103, H29 1.099, O45 1.480, H171 1.100
86 C 4.96533 -3.15214 1.52661  O12 1.430, H113 1.131, C150 1.546, H168 1.117
87 C -3.72364 3.67901 0.91077  C50 1.508, H51 1.102, C57 1.528, N59 1.463
88 H -0.94601 -4.07876 -2.96902  C138 1.093
89 H -3.86762 2.35524 -3.89421  C126 1.090
90 H -0.05201 0.73097 8.20328  C2 1.091
91 N -2.03146 -0.61123 0.81243  H41 1.007, C162 1.474, H187 0.993
92 C 2.49927 6.05941 -6.76909  H1 1.109, O7 1.431, H26 1.076, H68 1.105
93 H -3.12616 2.33149 2.38420  N59 1.016
94 H -3.16308 -5.47788 -2.54696  C99 1.108
95 N -5.21298 -4.96966 -0.99297  H53 1.026, H120 1.023, C149 1.450
96 H -4.38895 -0.37812 4.47492  C179 1.097
97 H -3.71420 4.69631 -3.02945  C140 1.105
98 H 5.83455 -2.56957 -1.09846  C58 1.073
99 C -3.32735 -4.38919 -2.42178  H94 1.108, C149 1.477, H182 1.073, O186 1.403
100 H 0.12663 3.37238 -1.09970  C66 1.092
101 C 1.36027 4.59439 -3.64918  H142 1.125, C147 1.543, N148 1.459, C188 1.483
102 H -4.19094 2.66499 -0.88848  C50 1.105
103 H -1.71608 -2.05871 -1.48020  C132 1.080
104 H -5.38782 3.99797 -2.86807  C140 1.117
105 H -0.56788 4.59981 -2.75269  C147 1.085
106 H 2.84647 2.23013 2.68486  C183 1.109
107 H 1.94592 1.05470 4.95938  C13 1.074
108 N -2.31956 1.08034 4.69663  C15 1.463, H112 1.039, H164 0.999
109 H -2.08382 2.45859 1.15120  N59 1.028
110 H 3.98097 2.69091 -2.44387  C169 1.087
111 H -3.98315 1.38007 5.91727  C15 1.097
112 H -1.47427 0.48563 4.59116  N108 1.039
113 H 4.28466 -3.76164 2.19265  C86 1.131
114 H -2.56131 1.83449 -6.46813  N20 1.017
115 H 0.90199 -2.46119 2.96158  N175 1.028
116 O 4.80650 2.62967 2.93203  C78 1.437, C183 1.422
117 H 2.16751 -0.50304 2.90573  C141 1.085
118 H -4.47740 -2.19450 -2.65493  C35 1.089
119 C -0.12862 -5.41205 0.28135  H64 1.098, H139 1.111, H144 1.079, C173 1.524
120 H -4.75534 -4.62376 -0.14621  N95 1.023
121 C 2.74131 -1.55239 4.67907  H30 1.092, H75 1.081, C141 1.554, O181 1.439
122 H 3.18527 4.10585 4.34431  C146 1.094
123 H -4.62817 -0.85625 6.16294  C179 1.073
124 H -1.12167 -3.51881 -4.60262  C138 1.073
125 H -3.38358 5.83952 1.01300  C57 1.097
126 C -4.42441 2.16935 -4.81272  O24 1.400, H61 1.165, C82 1.501, H89 1.090
127 H 4.08965 -8.02550 -0.16609  C71 1.095
128 H -3.63896 0.06335 -3.58472  C167 1.126
129 H -0.59462 5.54784 -4.21374  C147 1.108
130 H 1.71995 4.63593 1.85660  C156 1.107
131 H 1.08571 0.25075 -3.37913  C21 1.109
132 C -1.11640 -1.16265 -1.42080  H74 1.114, H80 1.092, H103 1.080, C162 1.514
133 H 1.93597 3.81322 -5.56344  C188 1.099
134 C 3.02352 -2.20924 6.89357  H10 1.095, H136 1.077, H172 1.128, O181 1.420
135 H 1.63050 5.76741 3.29379  C156 1.076
136 H 2.41970 -2.53412 7.72428  C134 1.077
137 H 3.99881 -3.93415 -0.19799  C150 1.094
138 C -1.56046 -4.16705 -3.86831  H46 1.098, H88 1.093, H124 1.073, O186 1.405
139 H -1.00985 -4.94127 0.76649  C119 1.111
140 C -4.69222 4.80258 -2.52651  O42 1.423, H97 1.105, H104 1.117, H189 1.089
141 C 1.68892 -0.77506 3.84094  C13 1.502, H117 1.085, C121 1.554, N175 1.466
142 H 1.53826 3.58582 -3.18372  C101 1.125
143 H 5.16716 -1.17707 -0.32547  C58 1.090
144 H 0.31400 -4.61619 -0.29740  C119 1.079
145 H 0.58055 0.13730 5.41202  C13 1.083
146 C 3.16495 4.35289 3.27874  N23 1.453, H122 1.094, C156 1.496, C183 1.530
147 C -0.17790 4.62397 -3.76531  C101 1.543, H105 1.085, H129 1.108, H152 1.104
148 N 1.80626 5.60930 -2.70018  C101 1.459, H155 1.008, H161 1.030
149 C -4.76688 -4.20930 -2.14474  C35 1.527, N95 1.450, C99 1.477, H170 1.097
150 C 4.16443 -2.93754 0.22119  N3 1.495, C58 1.470, C86 1.546, H137 1.094
151 H 0.88281 1.98407 -5.06232  N39 1.006
152 H -0.65532 3.78550 -4.30198  C147 1.104
153 H 1.65527 -4.90438 3.15124  N84 1.015
154 H -2.97325 5.01460 2.51422  C57 1.099
155 H 1.30028 5.52186 -1.83278  N148 1.008
156 C 1.75966 4.75334 2.95657  H69 1.095, H130 1.107, H135 1.076, C146 1.496
157 H -0.29650 -1.63756 0.40196  C162 1.096
158 O 3.46211 1.51661 -4.02803  C9 1.415, C169 1.438
159 H 0.19398 -6.76511 1.97073  C173 1.137
160 O -0.44400 1.51372 -0.55362  C66 1.421, C180 1.408
161 H 1.68856 6.55821 -3.08353  N148 1.030
162 C -0.80738 -0.75338 0.00374  N91 1.474, C132 1.514, H157 1.096, C180 1.501
163 H 6.98959 -2.45561 3.12564  C193 1.081
164 H -1.93238 1.97707 4.90674  N108 0.999
165 H 3.41962 1.07767 -1.93181  C169 1.115
166 H 5.05966 5.35883 3.29323  N23 1.010
167 C -4.14732 -0.25210 -4.53865  H33 1.122, H62 1.074, C82 1.511, H128 1.126
168 H 5.86093 -3.77725 1.29417  C86 1.117
169 C 4.00331 1.63510 -2.70067  H56 1.093, H110 1.087, O158 1.438, H165 1.115
170 H -5.34440 -4.45146 -3.04579  C149 1.097
171 H -2.92439 -2.75055 3.08558  C85 1.100
172 H 3.57884 -1.28117 7.21577  C134 1.128
173 C 0.74298 -5.93843 1.41536  C22 1.529, N84 1.542, C119 1.524, H159 1.137
174 H 1.09545 0.13721 -0.48135  C180 1.103
175 N 0.55962 -1.58085 3.36671  H54 1.019, H115 1.028, C141 1.466
176 H -3.15134 0.23304 8.00545  C77 1.153
177 H -2.76290 3.72958 -0.93644  C50 1.088
178 C -6.70354 2.17916 -5.42598  H14 1.078, O24 1.377, H47 1.082, H185 1.130
179 C -3.89118 -0.59196 5.42874  C15 1.499, H73 1.098, H96 1.097, H123 1.073
180 C 0.16078 0.39243 0.04600  H81 1.115, O160 1.408, C162 1.501, H174 1.103
181 O 2.06930 -2.03583 5.85636  C121 1.439, C134 1.420
182 H -2.77404 -4.14307 -1.53581  C99 1.073
183 C 3.52908 3.08546 2.50333  H37 1.109, H106 1.109, O116 1.422, C146 1.530
184 H -2.07722 1.54490 7.52024  C77 1.079
185 H -6.72899 1.15967 -5.91320  C178 1.130
186 O -2.87185 -3.74914 -3.58419  C99 1.403, C138 1.405
187 H -2.62665 0.07406 0.41021  N91 0.993
188 C 2.22281 4.60354 -4.85605  O7 1.447, H31 1.122, C101 1.483, H133 1.099
189 H -5.07717 5.77723 -2.82165  C140 1.089
190 H -1.91882 4.94873 1.07910  C57 1.108
191 H 1.43697 -1.71319 -5.71078  C63 1.103
192 H 3.45029 -0.00697 -5.39829  C9 1.117
193 C 6.02367 -2.02736 3.35238  O12 1.427, H43 1.069, H55 1.093, H163 1.081

Computed properties:
* SMILES: COC[C@H](C)N.COC[C@H](C)N.COC[C@H](C)N.COC[C@H](C)N.COC[C@H](C)N.COC[C@H](C)N.COC[C@H](C)N.COC[C@H](C)N.COC[C@H](C)N.COC[C@H](C)N.COC[C@H](C)N.CO
* relative energy (zero: lowest compared OMol25 entry of this formula, charge and spin): 0.021 eV
* 2S+1: 1
* HOMO energy: -0.3126 Ha
* orbital gap: 8.89 eV

Atomic partial charges in e from the Löwdin method, atoms 1 to 6:
1 H 0.0893
2 C -0.1044
3 N 0.0777
4 H 0.0392
5 H 0.0373
6 H 0.0910

---

# 3
ORCA calculation (ωB97M-V with the def2-TZVPD basis set) on a cluster of 2 separate species, C5H11O2 in total at a distorted geometry.

Bonds (Å) are listed after each position.
Element x y z (Å)
1 H -1.62905 1.11470 -1.22679  C5 1.092
2 H -0.91774 0.94019 -2.82478  C5 1.086
3 C 0.77876 1.69314 0.14671  C6 1.537, O7 1.248, O11 1.259
4 C 0.40879 -1.62559 1.91208  H8 1.092, H9 1.083, C10 1.515, H14 1.088
5 C -0.71123 0.86070 -1.76122  H1 1.092, H2 1.086, C6 1.508, H17 1.087
6 C 0.39537 1.79367 -1.33782  C3 1.537, C5 1.508, H16 1.092, H18 1.103
7 O 1.74514 0.96275 0.44779  C3 1.248
8 H 0.21320 -0.66332 2.39059  C4 1.092
9 H 0.36406 -2.40121 2.66684  C4 1.083
10 C -0.57577 -1.86949 0.78648  C4 1.515, H12 1.097, H13 1.097, H15 1.085
11 O 0.06270 2.36886 0.93161  C3 1.259
12 H -0.63981 -2.93029 0.51500  C10 1.097
13 H -1.61865 -1.65463 1.05186  C10 1.097
14 H 1.42352 -1.51487 1.53412  C4 1.088
15 H -0.44829 -1.23995 -0.08768  C10 1.085
16 H 0.26130 2.84196 -1.61193  C6 1.092
17 H -0.43028 -0.18468 -1.66335  C5 1.087
18 H 1.31799 1.50804 -1.86952  C6 1.103

Computed properties:
* charge: -1
* relative energy (zero: lowest compared OMol25 entry of this formula, charge and spin): 0.329 eV
* 2S+1: 1
* HOMO energy: -0.1401 Ha
* orbital gap: 7.86 eV

Atomic partial charges in e from the natural (NBO) method, atoms 1 to 6:
1 H 0.2045
2 H 0.1772
3 C 0.7507
4 C -0.6185
5 C -0.5939
6 C -0.5096

---

- Which value of relative energy (zero: lowest compared OMol25 entry of this formula, charge and spin) does entry 1 give?
  4.184 eV

---

- Which value of HOMO energy does entry 2 give?
  -0.3126 Ha

---

- The highest relative energy (zero: lowest compared OMol25 entry of this formula, charge and spin) belongs to which entry?
  H26NO11